# C31H83O11S

A 10-piece molecular cluster, C31H83O11S overall (ωB97M-V with the def2-TZVPD basis set, OMol25).

Cartesian coordinates (Å):
C  2.571  2.870  3.804
O  -0.090  -1.428  2.087
H  6.415  3.729  -1.731
H  1.517  4.246  -8.057
H  1.776  -0.746  -1.524
C  0.641  3.128  -6.429
H  3.464  -0.789  -5.710
H  -3.845  -4.427  -3.846
H  2.348  3.937  3.762
H  1.245  1.101  -5.990
H  0.458  5.196  -7.020
H  4.233  3.024  5.151
H  -0.047  -3.320  3.055
H  -4.399  4.769  -2.122
H  -4.949  -6.587  -4.197
H  0.414  -1.666  -2.166
H  2.742  0.630  5.059
H  1.060  0.278  12.138
H  -4.812  -3.130  -0.857
H  -1.709  2.784  -0.370
H  2.554  2.291  -5.834
H  -1.683  0.525  1.368
H  -2.354  -2.797  3.888
H  2.479  -2.993  -6.281
H  -2.249  5.540  -1.228
H  4.860  -1.579  -4.984
S  -1.478  -1.804  1.395
C  2.435  2.848  6.312
C  5.976  3.080  0.737
H  0.278  2.091  10.582
H  -3.251  3.596  -0.106
C  5.082  3.031  -0.489
H  4.759  5.166  -0.636
H  5.386  3.115  1.655
H  -2.507  -1.126  4.484
C  4.094  -1.678  -5.758
H  1.760  1.831  -1.725
H  -4.378  -6.267  1.195
H  2.098  0.932  8.764
C  1.206  1.552  10.388
C  -0.465  -1.847  4.522
H  1.632  2.315  3.710
H  -0.247  2.545  -8.066
H  1.544  -0.888  -3.275
H  3.326  1.865  10.663
H  -6.232  -4.872  -6.480
H  -3.613  4.716  -3.695
O  -0.094  -0.516  4.821
H  4.619  -4.281  -6.557
H  6.627  2.206  0.780
H  2.956  2.576  7.228
C  1.674  2.010  -6.417
O  -1.727  5.001  -1.834
C  -4.907  -4.172  -0.550
H  2.329  2.523  11.970
O  -4.662  -3.959  -3.638
H  -0.019  -2.480  5.292
H  -2.223  -2.418  5.595
H  2.056  -0.384  10.832
H  4.478  2.122  -0.459
H  0.392  2.618  -2.497
C  -2.669  3.016  -0.829
H  -6.118  -6.222  0.873
H  -5.492  -5.773  2.466
C  -5.175  -4.275  0.942
H  3.537  4.321  0.328
C  -3.784  4.150  -2.781
O  -0.516  2.719  -7.157
H  4.891  -4.164  -4.812
C  -1.984  -2.070  4.600
H  1.267  -2.222  3.368
O  5.866  2.939  -1.677
H  1.997  1.770  -7.433
C  1.015  1.723  -2.519
C  -2.406  -0.273  1.472
C  3.266  -2.934  -5.529
C  -2.462  3.811  -2.110
H  -6.619  -4.024  -4.146
O  -4.121  -3.623  1.673
H  0.302  -0.387  10.683
H  2.409  3.346  10.404
C  -5.428  -4.439  -5.883
C  0.194  -2.278  3.241
O  1.283  1.406  8.967
C  0.174  0.479  -2.301
H  -6.087  -3.732  1.189
H  -3.968  -4.673  -0.805
C  -5.711  -4.574  -4.396
H  4.589  -1.702  -6.729
H  3.533  4.195  -1.440
C  -5.304  -5.719  1.394
H  -1.232  -1.873  0.061
H  3.271  -2.805  -3.581
C  4.171  4.248  -0.557
H  1.495  2.291  6.303
H  -4.346  3.249  -3.031
H  -6.685  -6.507  -4.539
H  -0.711  -0.180  5.489
C  -5.869  -6.033  -3.993
O  3.581  1.104  5.103
H  0.300  3.319  -5.410
H  -0.592  0.414  -3.073
C  4.124  -4.187  -5.591
O  -0.535  0.581  -1.052
H  -6.072  -6.121  -2.925
H  3.189  2.609  2.943
C  1.151  0.187  11.055
H  -3.195  2.081  -1.030
C  1.211  4.408  -7.020
C  1.028  -0.776  -2.324
H  -2.875  -0.265  2.443
H  6.624  3.960  0.715
C  2.384  2.371  10.892
H  -3.307  -4.099  1.470
H  -1.844  3.232  -2.798
H  1.534  1.683  -3.476
H  3.516  -5.076  -5.424
H  2.078  4.754  -6.456
H  0.124  0.651  -0.350
H  -3.106  -0.243  0.650
H  -5.317  -3.391  -6.158
H  2.207  3.914  6.347
H  -4.495  -4.947  -6.142
O  2.595  -2.856  -4.267
C  3.278  2.501  5.098
H  -5.704  -4.626  -1.133

As for the charge: +1. Its spin multiplicity is 1. The calculation puts the HOMO-LUMO gap at 8.51 eV.

Here are the Löwdin charges for atoms 1 to 5, given in e: atom 1 (C): -0.06, atom 2 (O): -0.37, atom 3 (H): 0.09, atom 4 (H): 0.08, atom 5 (H): 0.09

=====

# NO5S

A 2-piece molecular cluster, NO5S overall (ωB97M-V with the def2-TZVPD basis set, OMol25).

Cartesian coordinates (Å):
O  -1.122  -0.666  1.722
N  -0.232  0.346  -2.423
O  -0.054  0.531  -1.169
O  -0.440  -0.765  -2.856
O  1.389  -0.770  1.401
O  0.278  1.369  1.829
S  0.182  -0.046  1.497

As for the charge: -1. Its spin multiplicity is 1. The energy above the lowest of the compared OMol25 structures with the same formula, charge and spin comes out at 33.3 kcal/mol. The calculation puts the HOMO-LUMO gap (spin up / spin down) at 6.50 / 6.51 eV.

Here are the Löwdin charges for atoms 1 to 5, given in e: atom 1 (O): -0.30, atom 2 (N): -0.35, atom 3 (O): -0.25, atom 4 (O): -0.16, atom 5 (O): -0.27

=====

# C23H29FN2O2S

An isolated molecule of C23H29FN2O2S (ωB97M-V with the def2-TZVPD basis set, OMol25).

Cartesian coordinates (Å):
S  -0.208  1.491  0.524
C  0.331  -4.197  -2.603
C  5.580  7.313  0.232
H  4.597  -3.513  -0.533
C  4.493  5.648  -1.275
H  2.951  0.914  0.191
N  4.846  1.961  -1.478
C  5.342  -0.026  -2.499
O  -0.125  0.176  1.078
H  4.981  8.016  -0.350
H  0.557  0.471  -4.152
H  -0.611  -3.942  -2.117
H  6.620  7.645  0.228
C  3.479  -2.273  -1.828
H  0.815  2.743  -1.140
C  1.872  -0.753  -2.928
H  5.366  -0.300  -3.561
C  4.304  4.349  -1.765
C  1.309  -3.089  -2.520
N  3.955  0.061  -2.036
C  1.490  0.566  -3.573
C  1.238  1.924  -0.505
C  3.355  4.067  -2.898
H  5.547  -2.922  -1.880
H  2.702  2.083  -2.189
O  -0.625  2.594  1.368
C  3.583  1.371  -1.738
C  2.561  -3.305  -1.961
C  5.977  3.575  -0.140
H  5.984  -0.825  -2.098
H  5.146  -1.845  -0.500
H  5.266  7.396  1.273
F  -1.407  1.369  -0.534
H  2.248  0.962  -4.270
H  6.211  1.893  -3.047
H  0.757  -5.063  -2.119
H  0.010  -1.651  -3.463
H  6.601  2.493  1.630
C  5.905  1.317  -2.165
H  3.922  6.464  -1.727
H  1.183  1.307  -2.818
C  4.768  -2.630  -1.160
H  6.883  1.240  -1.666
C  2.521  1.471  -0.674
H  3.038  5.027  -3.310
C  5.006  3.306  -1.123
H  2.445  3.553  -2.554
C  6.114  4.879  0.312
H  3.815  3.497  -3.717
H  2.794  -4.303  -1.625
H  6.513  1.499  0.186
C  0.988  -1.824  -2.993
C  5.405  5.925  -0.262
C  6.781  2.497  0.544
H  0.091  -4.469  -3.629
H  7.861  2.647  0.385
C  3.090  -0.990  -2.258
H  6.812  5.088  1.104

Its SMILES is Cc1cc(C)c(N2CCN(c3c(C)cc(C)cc3C)C2/C=C/S(=O)(=O)F)c(C)c1. Its spin multiplicity is 1. The calculation puts the HOMO-LUMO gap at 7.37 eV.

Here are the Löwdin charges for atoms 1 to 5, given in e: atom 1 (S): 0.67, atom 2 (C): -0.06, atom 3 (C): -0.06, atom 4 (H): 0.08, atom 5 (C): 0.00

=====

# C7H20BNO7PS

A 2-piece molecular cluster, C7H20BNO7PS overall (ωB97M-V with the def2-TZVPD basis set, OMol25).

Cartesian coordinates (Å):
H  -3.844  2.292  -0.034
H  -2.627  -2.256  0.512
C  -4.507  1.830  0.700
H  3.329  -2.000  -3.185
C  -0.484  -1.006  0.127
C  0.660  -0.463  -0.709
H  -5.021  -0.662  0.872
C  -4.143  -0.442  1.501
H  4.425  -2.877  -0.090
P  2.953  0.887  -0.802
H  -2.509  2.350  2.136
H  -5.323  1.340  0.169
H  -2.810  1.066  3.333
H  3.830  1.799  -1.521
H  -4.925  2.615  1.335
H  0.439  2.190  0.557
H  -0.352  0.720  -2.272
C  -2.647  1.281  2.276
C  0.396  0.843  -1.480
H  -0.876  -0.227  0.787
H  5.956  -1.994  0.070
O  3.039  -1.094  -3.017
O  1.612  1.209  -1.979
B  3.610  -0.661  -1.837
O  -2.130  -2.634  -0.228
H  4.429  -1.230  0.577
H  -1.743  0.766  1.958
H  0.851  -1.205  -1.505
O  1.791  -0.237  0.071
C  4.892  -1.888  -0.159
S  -0.451  2.166  -0.443
H  4.002  0.691  0.192
H  2.433  1.968  -0.015
O  -3.551  -1.311  2.126
O  -1.531  -1.437  -0.750
H  -0.135  -1.858  0.713
O  4.754  -1.382  -1.475
N  -3.793  0.852  1.488

As for the charge: -1. Its spin multiplicity is 1. The calculation puts the HOMO-LUMO gap at 6.67 eV.

Here are the Löwdin charges for atoms 1 to 5, given in e: atom 1 (H): 0.08, atom 2 (H): 0.04, atom 3 (C): -0.06, atom 4 (H): 0.09, atom 5 (C): -0.16

=====

# C19H62N6O12

A 12-piece molecular cluster, C19H62N6O12 overall (ωB97M-V with the def2-TZVPD basis set, OMol25).

Cartesian coordinates (Å):
N  1.926  -1.422  -2.789
H  -0.537  -0.655  1.738
C  -3.245  2.221  0.542
C  -0.399  -3.565  1.470
H  -1.708  -4.897  1.172
O  0.567  0.325  -1.259
H  -0.278  0.922  4.880
H  -3.291  3.053  -4.702
C  0.853  -3.765  0.558
H  2.009  1.163  2.473
C  -0.502  4.711  -1.072
H  1.297  -1.512  -3.621
H  0.080  5.019  -1.947
O  -0.299  5.730  -0.082
N  1.633  -1.238  3.839
C  -4.349  -0.441  3.574
H  -5.057  0.311  3.430
H  -3.123  2.972  -0.225
H  3.745  1.162  2.889
H  -3.981  0.165  -2.495
H  5.682  -2.283  1.291
N  3.774  -2.491  -3.437
H  2.243  -0.687  3.256
H  -4.187  1.657  -3.901
H  4.456  -1.055  3.816
H  -0.720  3.137  0.429
O  3.571  -1.937  1.356
O  -2.938  -1.374  -1.557
H  1.496  -0.922  -1.986
O  -0.563  -1.560  4.668
H  -0.524  -1.248  -0.595
H  -1.363  0.291  -0.477
H  -3.908  1.497  0.110
H  -4.791  -1.295  -2.476
H  1.800  -3.960  1.125
H  4.907  1.651  0.017
H  -1.536  4.856  -1.338
O  -3.894  2.767  1.618
H  0.596  -4.489  -0.196
O  -2.502  -1.709  2.837
C  4.933  -1.891  3.314
C  -0.485  -0.869  -4.273
C  3.138  -1.887  -2.480
H  3.490  -2.447  -4.403
H  2.398  1.925  0.235
H  1.011  -1.171  -5.541
C  -4.121  -0.674  -1.863
C  -0.387  -0.213  -0.365
H  1.611  -2.289  3.648
H  -1.246  2.795  -3.268
H  -4.685  -0.299  -1.059
H  -2.629  3.131  -2.193
H  -0.345  6.625  -0.420
H  -3.187  2.952  2.246
H  0.231  0.441  -2.121
H  -2.979  0.442  -5.233
H  -0.951  0.965  -4.071
O  4.453  2.208  0.625
H  3.233  0.628  0.617
H  1.500  1.006  4.754
H  0.156  -2.554  -5.149
H  -4.015  -0.272  4.564
N  0.389  -1.595  -4.918
H  -2.488  -1.622  -2.404
O  -2.450  1.203  -4.953
H  4.757  -2.708  -3.164
C  -0.079  3.430  -0.425
C  0.523  -0.774  4.347
H  -2.487  0.300  2.657
H  -4.954  -1.359  3.650
H  3.664  -1.838  0.414
H  1.000  3.351  -0.283
H  5.063  -0.711  1.517
O  -0.957  -4.844  1.755
C  0.066  -0.071  1.065
H  1.059  -2.736  0.163
H  1.132  -0.421  1.123
C  -2.188  2.403  -2.912
N  -0.098  0.318  -4.059
C  2.910  1.666  2.385
H  -1.251  -3.058  1.017
C  3.225  1.655  0.864
O  3.713  -1.711  -1.300
H  -1.886  -1.487  3.530
H  4.667  -2.892  3.604
H  5.957  -1.841  3.660
O  -1.666  -1.415  -3.821
H  0.022  0.944  1.383
C  -3.205  -0.563  2.580
H  -2.324  1.829  0.911
H  -0.128  -2.938  2.321
H  0.800  0.560  -4.395
H  2.739  2.722  2.698
H  -0.377  2.665  -1.130
C  -3.167  2.121  -4.141
N  0.637  0.463  4.688
H  -3.575  -0.503  1.528
C  4.862  -1.754  1.774
H  -1.996  1.600  -2.179

Its SMILES is NC(N)=O.NC(N)=O.NC(N)=O.CCO.CCO.CCO.CCO.CCO.CCO.CCO.CO.CO. Its spin multiplicity is 1. The energy above the lowest of the compared OMol25 structures with the same formula, charge and spin comes out at 121.5 kcal/mol. The calculation puts the HOMO-LUMO gap at 8.53 eV.

Here are the Löwdin charges for atoms 1 to 5, given in e: atom 1 (N): 0.17, atom 2 (H): 0.05, atom 3 (C): -0.19, atom 4 (C): -0.31, atom 5 (H): 0.07

=====

# C23H25F4N2O14

A 5-piece molecular cluster, C23H25F4N2O14 overall (ωB97M-V with the def2-TZVPD basis set, OMol25).

Cartesian coordinates (Å):
O  2.196  3.492  -1.831
C  2.193  1.668  -3.436
H  3.589  1.603  0.062
H  1.000  0.086  -3.910
H  0.588  -0.640  -1.966
O  -2.510  -0.915  -6.417
O  3.279  -2.046  5.374
C  -1.990  -6.743  6.923
C  1.014  -2.309  5.247
C  2.932  0.795  -2.418
O  -1.989  5.532  0.077
C  -1.948  -1.259  -5.229
C  2.199  -2.590  6.136
H  0.175  4.272  -1.139
O  -2.860  -1.182  -4.218
O  0.081  5.060  0.783
O  1.389  -1.113  4.599
F  -5.101  -0.893  -4.151
O  -1.634  4.960  2.232
C  2.757  -1.113  4.531
C  -2.143  -5.243  6.987
H  1.219  2.228  -5.660
H  -3.818  0.620  -4.462
H  2.824  1.687  -4.343
H  -0.501  -1.123  0.166
C  -0.820  2.293  -5.069
O  1.192  -5.740  7.346
O  -0.612  -6.899  6.636
C  -3.907  -0.729  -6.193
N  0.901  1.094  -3.860
O  3.391  -0.406  3.830
C  1.034  -0.246  -1.058
C  2.041  3.146  -3.025
O  -0.862  -4.837  7.475
C  0.161  5.242  -0.646
H  2.128  -2.068  7.092
C  0.505  1.541  -5.198
O  1.792  3.951  -3.970
H  -4.295  0.086  -6.800
H  -2.314  -4.805  6.002
H  -2.936  -4.926  7.659
H  0.463  -0.232  2.246
H  -1.088  2.619  -4.062
C  2.696  0.991  0.044
C  2.077  0.715  1.227
C  -3.953  -0.433  -4.716
H  0.292  0.687  -5.852
C  -1.101  6.017  -0.920
F  -1.617  5.732  -2.141
H  2.343  -3.652  6.322
N  -1.635  2.524  -6.020
H  -1.232  2.130  -6.877
H  -1.002  7.100  -0.818
H  2.491  1.079  2.158
H  -4.442  -1.648  -6.444
H  0.815  -3.081  4.501
H  -2.229  -7.262  7.853
C  0.935  -0.043  1.290
H  1.061  5.780  -0.924
C  0.402  -0.526  0.122
F  -2.716  -7.278  5.912
H  3.904  1.231  -2.192
H  3.128  -0.170  -2.913
C  -1.212  5.158  1.137
O  -0.814  -1.565  -5.092
F  -0.115  -2.084  5.971
C  2.183  0.498  -1.135
C  0.023  -5.816  7.169

As for the charge: -1. Its spin multiplicity is 1. The energy above the lowest of the compared OMol25 structures with the same formula, charge and spin comes out at 0.0 kcal/mol. The calculation puts the HOMO-LUMO gap at 6.30 eV.

Here are the Löwdin charges for atoms 1 to 5, given in e: atom 1 (O): -0.04, atom 2 (C): -0.28, atom 3 (H): 0.12, atom 4 (H): 0.08, atom 5 (H): 0.10

=====

# C2H6O3

A 2-piece molecular cluster, C2H6O3 overall (ωB97M-V with the def2-TZVPD basis set, OMol25).

Cartesian coordinates (Å):
H  1.470  -1.125  -0.643
H  0.837  -0.021  1.690
O  1.551  0.037  1.074
H  -1.587  -1.422  -0.693
C  -1.202  -0.604  0.040
H  0.917  1.617  -0.509
O  -1.722  0.675  -0.317
H  -1.061  1.244  -0.593
C  1.023  -0.301  -0.170
H  -1.270  -0.856  1.106
O  1.043  0.757  -0.985

As for the expectation value of S²: 2.01. Its spin multiplicity is 3. The energy above the lowest of the compared OMol25 structures with the same formula, charge and spin comes out at 0.0 kcal/mol. The calculation puts the HOMO-LUMO gap (spin up / spin down) at 6.29 / 9.74 eV.

Here are the Löwdin charges for atoms 1 to 5, given in e: atom 1 (H): 0.11, atom 2 (H): 0.07, atom 3 (O): 0.01, atom 4 (H): 0.11, atom 5 (C): -0.09

=====

# C5H14

A 2-piece molecular cluster, C5H14 overall (ωB97M-V with the def2-TZVPD basis set, OMol25).

Cartesian coordinates (Å):
H  0.544  -0.492  -1.437
H  -1.101  -0.886  -1.995
C  -0.256  -0.225  -2.125
H  -0.492  0.826  -1.993
H  -0.624  -0.918  -4.175
H  0.708  0.261  -4.067
C  0.207  -0.562  -3.571
H  -0.508  -1.528  0.886
C  -0.775  -0.667  1.480
H  -1.310  -0.941  2.386
H  1.350  1.936  2.337
H  -0.233  1.986  1.788
C  0.519  -0.002  1.967
H  0.075  1.500  3.523
H  1.248  0.087  1.162
H  0.953  -1.360  -3.555
H  0.956  -0.630  2.686
H  -1.311  0.030  0.835
C  0.395  1.434  2.496

Its SMILES is CCC.CC. Its spin multiplicity is 1. The energy above the lowest of the compared OMol25 structures with the same formula, charge and spin comes out at 9.7 kcal/mol. The calculation puts the HOMO-LUMO gap at 12.47 eV.

Here are the Löwdin charges for atoms 1 to 5, given in e: atom 1 (H): 0.05, atom 2 (H): 0.06, atom 3 (C): -0.16, atom 4 (H): 0.06, atom 5 (H): 0.06

=====

These records have energy values of -2456.420502; -829.092578; -1651.704593; -1624.522469; -1992.347455; -2453.880644; -305.294849; -198.873770 Ha, in the order they appear.